No. 1
Here is a structure of composition C35H36N10O3OsS2 at a distorted geometry from the Open Molecules 2025 dataset. Energies are from wB97M-V/def2-TZVPD.

The spin multiplicity is 5. Its charge is +2. The value obtained for the molar mass is 899.10 g mol⁻¹. For the LUMO energy (alpha / beta), the calculation gives -4.85 / -7.29 eV.

Each line ends with the Löwdin charge.
Element x y z (Å)
Os  -1.31825  0.25774  -0.80792  1.625
O  2.67697  0.79144  -2.76769  0.054
C  3.25613  1.19390  -1.54182  -0.206
C  4.60362  1.22264  -1.32165  -0.001
C  5.19091  1.92940  -0.25354  -0.026
C  4.37939  2.51047  0.70807  -0.114
C  3.06719  2.40523  0.59677  -0.051
C  2.46682  1.72924  -0.48386  -0.083
C  1.00587  1.71460  -0.65462  -0.368
O  0.54480  0.53851  -1.21116  -0.261
N  0.23168  2.56325  -0.18602  0.077
N  -1.09394  2.24353  -0.34380  -0.270
C  -1.92232  3.21389  -0.28113  -0.860
S  -1.37428  4.87375  -0.11483  1.020
C  -3.08964  5.50555  -0.04576  -0.474
C  -3.93062  4.67768  -1.04313  -0.478
S  -3.59819  2.95595  -0.67590  0.994
H  1.77450  0.53218  -2.56962  0.045
H  5.26191  0.77259  -2.06713  0.130
H  6.28807  1.90743  -0.23172  0.123
H  4.72581  3.17242  1.50068  0.122
H  2.29632  2.92309  1.21447  0.134
H  -3.08656  6.60895  -0.24743  0.111
H  -3.51427  5.31973  0.95230  0.086
H  -3.69225  4.82069  -2.07786  0.078
H  -4.97795  4.85262  -0.79357  0.092
C  0.83153  -1.98587  1.01600  0.028
C  0.12988  -0.92699  1.90062  -0.324
N  -0.84491  -0.20514  1.45096  -0.003
C  -1.25530  0.56277  2.54055  -0.131
C  -0.59734  0.25820  3.64511  -0.018
N  0.33618  -0.69808  3.22203  0.010
C  1.44803  -1.21766  4.02097  -0.055
N  2.71404  -0.69646  3.62845  -0.052
N  3.29435  -1.08288  2.45653  0.064
N  4.39999  -0.48220  2.37561  0.088
C  4.67816  0.22854  3.52725  -0.238
C  5.92068  0.79149  3.92356  -0.007
C  5.95408  1.34795  5.18297  -0.013
C  4.70114  1.22349  6.02173  -0.058
C  3.56991  0.64946  5.65191  -0.030
C  3.58608  0.12288  4.32644  -0.157
H  0.22749  -1.99440  0.12147  0.031
H  0.89362  -2.95812  1.52703  0.101
H  1.78934  -1.58660  0.81357  0.042
H  -2.01711  1.33878  2.55818  0.117
H  -0.64684  0.63270  4.63544  0.126
H  1.47222  -2.31481  3.92866  0.148
H  1.27003  -0.89756  5.08270  0.153
H  6.72863  0.77888  3.20913  0.114
H  6.81511  1.86501  5.61196  0.108
H  4.80048  1.67708  6.97006  0.094
H  2.70494  0.56565  6.32189  0.118
C  -3.80984  0.22110  -3.11297  -0.091
N  -4.75409  -0.06760  -2.10221  0.039
C  -4.47436  -0.17638  -0.81168  -0.598
N  -5.46459  -0.53375  0.01816  0.201
O  -3.33004  0.03931  -0.27563  -0.240
H  -4.37380  0.66946  -3.96324  0.120
H  -3.26763  -0.68732  -3.53060  0.097
H  -3.12317  1.00922  -2.71719  0.046
H  -5.71821  -0.29482  -2.38822  0.178
H  -6.44915  -0.49409  -0.37982  0.162
H  -5.35126  -0.76492  1.01495  0.148
C  1.21107  -1.73459  -5.13175  -0.082
C  1.26044  -2.74931  -4.27244  -0.049
C  0.35172  -2.75560  -3.20059  0.010
C  -0.58571  -1.70760  -3.04865  -0.262
C  -0.58259  -0.61877  -4.00936  -0.041
C  0.34239  -0.66856  -5.01592  -0.060
N  -1.36084  -1.62696  -1.80924  -0.055
C  -2.17049  -2.68064  -1.53383  -0.259
C  -2.55159  -3.56088  -2.63194  0.010
C  -3.22195  -4.71762  -2.38262  -0.048
C  -3.55396  -5.09295  -1.09349  -0.013
C  -3.31968  -4.19077  -0.04495  -0.070
C  -2.65044  -3.04993  -0.22854  -0.039
H  2.01939  -1.69759  -5.89845  0.142
H  2.00054  -3.49379  -4.37892  0.113
H  0.37575  -3.47880  -2.42335  0.114
H  -1.24619  0.19243  -3.83828  0.068
H  0.37501  0.15766  -5.72143  0.126
H  -2.18759  -3.42933  -3.59298  0.097
H  -3.52504  -5.31659  -3.23769  0.128
H  -3.94753  -6.03033  -0.84047  0.106
H  -3.58260  -4.44763  0.98663  0.128
H  -2.41008  -2.45467  0.67377  0.114

---

No. 2
Here is a structure of composition C35H36N7NiO at a distorted geometry from the Open Molecules 2025 dataset. Energies are from wB97M-V/def2-TZVPD.

The spin multiplicity is 3. Its charge is +1. The value obtained for the molar mass is 629.41 g mol⁻¹. For the LUMO energy (alpha / beta), the calculation gives -2.16 / -2.79 eV.

Each line ends with the Löwdin charge.
Element x y z (Å)
Ni  -0.09919  -1.70676  -1.58329  0.662
O  0.12408  0.07474  -0.83792  -0.376
H  -0.06141  0.73169  -0.18346  -0.068
N  0.33882  -0.94666  -3.53319  0.002
C  0.25793  0.36323  -3.81124  -0.101
C  0.61410  0.91920  -5.03696  -0.028
C  0.98769  0.05736  -6.05129  -0.047
C  1.01982  -1.31044  -5.80936  -0.050
C  0.70584  -1.75235  -4.54894  -0.128
H  -0.13713  0.94682  -2.98865  0.096
H  0.62344  1.99458  -5.12870  0.114
H  1.25333  0.43126  -7.03177  0.117
H  1.35775  -1.96271  -6.60118  0.114
H  0.78348  -2.79955  -4.27361  0.110
N  -3.30351  2.39009  4.49178  0.065
C  -2.66951  3.26714  3.72127  -0.147
C  -2.08578  2.91827  2.50425  -0.074
C  -2.32653  1.65093  1.99878  -0.090
C  -3.06785  0.75370  2.75214  -0.076
C  -3.52433  1.16759  3.99627  -0.144
H  -2.46575  4.26390  4.09374  0.107
H  -1.52547  3.66781  1.95933  0.098
H  -2.06018  1.42375  0.97328  0.077
H  -3.32976  -0.21812  2.35302  0.095
H  -4.15998  0.51043  4.57510  0.104
N  -2.20206  -1.41636  -1.93666  0.003
C  -2.84508  -2.08166  -2.90680  -0.122
C  -4.17424  -1.87795  -3.23481  -0.048
C  -4.88243  -0.95726  -2.50160  -0.045
C  -4.24205  -0.23697  -1.48822  -0.019
C  -2.91708  -0.53760  -1.23076  -0.112
H  -2.21881  -2.73628  -3.50311  0.108
H  -4.53386  -2.45203  -4.07725  0.115
H  -5.93208  -0.80345  -2.72121  0.118
H  -4.81331  0.51120  -0.96096  0.115
H  -2.43380  -0.06654  -0.38673  0.079
N  2.24525  -0.89533  3.99118  0.062
C  2.66018  -0.62438  2.75078  -0.167
C  2.33514  0.50556  2.04125  -0.086
C  1.42517  1.37423  2.62571  -0.074
C  1.00915  1.18988  3.93238  -0.041
C  1.44448  0.01398  4.55923  -0.151
H  3.33735  -1.35651  2.31692  0.100
H  2.77568  0.66274  1.06839  0.079
H  1.08122  2.17584  1.98082  0.084
H  0.37031  1.90040  4.43581  0.104
H  1.12715  -0.23300  5.56543  0.108
N  0.25151  5.07348  -0.62207  0.056
C  0.92552  6.11024  -0.14603  -0.141
C  2.20318  6.00448  0.43826  -0.056
C  2.79686  4.76049  0.52273  -0.066
C  2.07119  3.69204  0.01269  -0.105
C  0.83128  3.86908  -0.55090  -0.162
H  0.44158  7.06811  -0.28379  0.104
H  2.73305  6.87076  0.81071  0.103
H  3.75625  4.60743  0.99653  0.110
H  2.51935  2.70433  -0.02789  0.088
H  0.38166  2.97840  -0.97970  0.090
N  -0.71518  -2.57367  0.33262  0.003
C  -1.53012  -3.64316  0.48711  -0.118
C  -1.94819  -4.10644  1.72151  -0.039
C  -1.39262  -3.47661  2.83467  -0.054
C  -0.60753  -2.35727  2.72998  -0.022
C  -0.31305  -1.94121  1.43283  -0.113
H  -1.86510  -4.06035  -0.45433  0.105
H  -2.68068  -4.88415  1.86692  0.111
H  -1.66647  -3.88368  3.80356  0.118
H  -0.08091  -1.90006  3.55148  0.090
H  0.33957  -1.08962  1.29508  0.082
N  1.95144  -2.23051  -1.02959  0.012
C  2.29051  -3.48746  -0.71256  -0.123
C  3.56003  -3.87365  -0.31578  -0.037
C  4.51776  -2.87892  -0.17275  -0.050
C  4.18407  -1.58918  -0.54173  -0.057
C  2.89249  -1.28124  -0.92491  -0.121
H  1.50167  -4.22060  -0.83479  0.107
H  3.74805  -4.91990  -0.12417  0.113
H  5.53371  -3.10901  0.11819  0.118
H  4.96589  -0.84811  -0.42914  0.117
H  2.53708  -0.27844  -1.12393  0.098

---

No. 3
Here is a structure of composition C35H36NNdPS5Te at a distorted geometry from the Open Molecules 2025 dataset. Energies are from wB97M-V/def2-TZVPD.

The spin multiplicity is 4. Its charge is +1. The value obtained for the molar mass is 933.83 g mol⁻¹. For the LUMO energy (alpha / beta), the calculation gives -2.17 / -2.15 eV.

Each line ends with the Löwdin charge.
Element x y z (Å)
Nd  0.59693  -1.09236  0.43648  0.922
C  -1.00402  0.56043  3.81032  -0.506
C  -1.50883  -0.84872  3.83510  -0.464
S  -0.14852  -2.04021  3.34113  0.835
C  -0.99080  -3.62146  3.23531  -0.543
C  -1.97433  -3.77069  2.11435  -0.525
S  -1.26077  -3.76351  0.46986  0.858
C  -2.68570  -3.30754  -0.55158  -0.502
C  -3.49384  -2.12170  -0.08597  -0.490
S  -2.40067  -0.65133  -0.02136  0.812
C  -3.30820  0.53626  1.10718  -0.415
C  -2.36181  1.66294  1.61023  -0.463
S  -0.69428  1.20706  2.15182  0.787
H  0.03584  0.61564  4.24266  0.062
H  -1.72934  1.13693  4.34309  0.090
H  -2.43006  -1.01116  3.26861  0.061
H  -1.77013  -1.01392  4.90273  0.104
H  -1.39766  -3.86747  4.20116  0.087
H  -0.20996  -4.39055  3.14485  0.080
H  -2.75152  -2.99434  2.21587  0.066
H  -2.44638  -4.74132  2.34093  0.103
H  -3.36792  -4.13129  -0.81508  0.106
H  -2.31278  -3.07521  -1.53261  0.069
H  -4.01010  -2.29507  0.85710  0.075
H  -4.28547  -1.93047  -0.76460  0.077
H  -3.87346  -0.05915  1.87837  0.090
H  -4.07296  0.95919  0.47385  0.070
H  -2.69607  2.26133  2.37530  0.052
H  -2.13972  2.36150  0.78032  0.062
C  -3.53507  2.58670  -3.10408  -0.065
C  -2.85071  3.48268  -2.20828  -0.047
C  -1.58268  3.14688  -1.68882  -0.106
C  -0.97232  1.98113  -2.12533  -0.357
C  -1.59331  1.19581  -3.07266  -0.116
C  -2.87840  1.45189  -3.50915  -0.093
P  0.61196  1.33635  -1.36890  1.018
C  1.54888  2.86530  -0.87699  -0.373
C  1.14670  3.55323  0.23550  -0.148
C  1.92312  4.64598  0.67238  -0.052
C  3.04792  5.01975  -0.06537  -0.080
C  3.37469  4.37489  -1.23076  -0.089
C  2.69618  3.25176  -1.59540  -0.096
C  1.35615  0.50482  -2.83577  -0.329
C  1.79825  1.29855  -3.87298  -0.081
C  2.42267  0.69016  -4.99577  -0.047
C  2.43055  -0.65750  -5.10007  -0.018
C  1.90331  -1.51754  -4.08263  -0.130
C  1.85909  -2.94926  -4.15799  -0.042
C  1.21491  -3.70683  -3.25274  -0.104
C  0.65997  -3.11937  -2.09878  -0.188
C  0.80790  -1.74860  -1.89920  -0.291
C  1.39070  -0.92259  -2.88600  -0.236
H  -4.51032  2.87601  -3.48082  0.103
H  -3.31645  4.38015  -1.84396  0.095
H  -1.07616  3.83013  -1.00959  0.095
H  -1.19811  0.22302  -3.36066  0.111
H  -3.38316  0.74059  -4.13103  0.104
H  0.32307  3.19716  0.83381  0.039
H  1.59444  5.13268  1.61049  0.117
H  3.70769  5.84225  0.23328  0.115
H  4.34321  4.60023  -1.74125  0.130
H  3.05768  2.58147  -2.38518  0.095
H  1.74502  2.36061  -3.84658  0.098
H  2.82347  1.22051  -5.83183  0.106
H  2.81937  -1.07549  -5.95823  0.090
H  2.35308  -3.39558  -5.04771  0.127
H  1.25881  -4.83094  -3.32838  0.126
H  0.22703  -3.81137  -1.37189  0.005
Te  3.43948  -0.08207  1.01654  0.694
C  3.01845  0.11384  3.06893  -1.100
C  3.10308  -0.72236  4.09656  -0.281
C  2.80626  -0.08715  5.34206  -0.208
C  2.52129  1.22535  5.24295  -0.413
S  2.63918  1.67855  3.58991  0.891
H  3.24085  -1.76246  4.01300  0.084
H  2.88915  -0.58482  6.30741  0.108
H  2.34780  1.97903  5.99592  0.071
N  2.37475  -4.38090  1.24189  0.178
C  1.81467  -3.39189  1.10533  -0.192
H  2.94838  -5.19453  1.39333  0.120

---

No. 4
Here is a structure of composition C35H37AsClN6O6S6Y from the Open Molecules 2025 dataset. Energies are from wB97M-V/def2-TZVPD.

The spin multiplicity is 1. Its charge is -2. The value obtained for the molar mass is 1029.40 g mol⁻¹. For the LUMO energy, the calculation gives 3.56 eV.

Each line ends with the Löwdin charge.
Element x y z (Å)
Y  0.13919  1.29094  0.42881  1.181
O  -1.88490  5.22969  1.24257  0.006
C  -1.54841  4.06537  1.00088  -0.497
N  -0.48773  3.37226  1.37856  -0.035
C  0.37611  3.78661  2.39309  -0.253
C  0.82636  5.07473  2.64666  -0.026
C  1.67607  5.31013  3.72232  -0.116
C  2.06729  4.26884  4.55105  -0.119
C  1.61816  2.97318  4.30840  -0.050
C  0.78770  2.72246  3.22732  -0.230
N  0.29651  1.45388  2.83572  -0.012
C  -0.30048  0.69275  3.74432  -0.512
O  -0.36670  0.82007  4.97524  -0.006
C  -1.06761  -0.45321  3.11278  -0.190
C  -2.17725  -0.95923  3.77795  -0.010
C  -2.89135  -1.98537  3.19720  -0.071
C  -2.44115  -2.50545  1.99349  -0.074
C  -1.31169  -1.95763  1.41078  -0.152
N  -0.62763  -0.92663  1.93746  0.076
C  -2.55627  3.12039  0.34868  -0.236
C  -3.71331  3.60245  -0.23547  -0.015
C  -4.64073  2.70387  -0.73413  -0.064
C  -4.39717  1.34347  -0.60835  -0.079
C  -3.22269  0.94398  0.00794  -0.156
N  -2.31672  1.80019  0.47695  0.000
H  0.50395  5.87766  1.99966  0.105
H  2.03533  6.31552  3.91146  0.085
H  2.72195  4.46086  5.39387  0.083
H  1.89486  2.16070  4.96550  0.097
H  -2.43932  -0.52004  4.72978  0.112
H  -3.78130  -2.38078  3.67278  0.100
H  -2.95767  -3.31292  1.49169  0.097
H  -0.93880  -2.34656  0.47504  0.080
H  -3.84253  4.67428  -0.28702  0.115
H  -5.54251  3.05773  -1.22024  0.099
H  -5.08318  0.59785  -0.98675  0.094
H  -2.99608  -0.10940  0.12199  0.059
S  3.14814  5.32783  -5.38868  0.371
C  2.47939  4.47209  -4.12509  -1.553
S  0.87287  3.87409  -4.10913  0.861
C  0.83593  3.19121  -2.49175  -1.129
C  1.97737  3.33407  -1.78404  -1.137
S  2.36340  2.80526  -0.16650  0.466
S  3.26807  4.17484  -2.63281  0.868
S  -0.67019  2.43415  -2.03241  0.543
C  -2.45547  0.21777  -3.87714  -0.110
N  -3.35099  -0.83687  -4.35354  -0.200
C  -4.11484  -0.51588  -5.54412  -0.063
C  -3.60193  -1.89506  -3.56880  -0.781
S  -3.02806  -1.99179  -2.01089  0.735
N  -4.36106  -2.91598  -4.17390  -0.248
C  -3.68247  -3.57015  -5.29063  -0.075
C  -4.94757  -3.89659  -3.27877  -0.148
H  -2.20839  0.87034  -4.71290  0.089
H  -1.54101  -0.20587  -3.46988  0.041
H  -2.93193  0.81075  -3.09576  0.052
H  -4.50139  0.50107  -5.44717  0.090
H  -4.94800  -1.20369  -5.65628  0.080
H  -3.48608  -0.55299  -6.43815  0.088
H  -3.22438  -2.84144  -5.95250  0.073
H  -4.40686  -4.15436  -5.86116  0.083
H  -2.89504  -4.24370  -4.92800  0.096
H  -5.47823  -3.39307  -2.47542  0.066
H  -4.19333  -4.55031  -2.82662  0.069
H  -5.64906  -4.50021  -3.85899  0.077
O  0.54971  -1.56218  -3.02246  -0.330
Cl  1.21886  -1.10592  -1.83770  0.658
O  2.34332  -1.96665  -1.54460  -0.357
O  1.65313  0.26082  -1.96610  -0.404
O  0.28667  -1.14007  -0.69531  -0.498
C  3.47280  0.11030  3.23367  -0.306
As  2.90366  -0.35159  1.42293  1.131
C  4.62823  -0.18689  0.53509  -0.304
C  2.71117  -2.31736  1.67317  -0.325
C  3.99813  -3.05379  1.80565  -0.307
C  4.57762  -3.29792  3.04926  -0.065
C  5.80445  -3.94149  3.15276  -0.107
C  6.47421  -4.35767  2.01229  -0.122
C  5.90394  -4.12376  0.76534  -0.095
C  4.68265  -3.47941  0.66328  -0.055
H  4.35965  -0.44670  3.54209  0.014
H  2.65106  -0.08078  3.92479  0.016
H  3.68779  1.17898  3.25224  0.020
H  5.42449  -0.70033  1.07471  0.022
H  4.83149  0.88210  0.47117  0.006
H  4.54064  -0.57861  -0.47754  0.020
H  2.13818  -2.65754  0.81264  0.047
H  2.09281  -2.41494  2.56777  0.069
H  4.05924  -2.97690  3.94578  0.106
H  6.23815  -4.11749  4.13034  0.092
H  7.43147  -4.85838  2.09216  0.087
H  6.41835  -4.44061  -0.13407  0.095
H  4.23894  -3.28336  -0.30635  0.106

---

Among the records above, which one has the highest charge? C35H36N10O3OsS2

---

Which of these has the lowest charge? C35H37AsClN6O6S6Y

---

The lowest charge belongs to which entry? C35H37AsClN6O6S6Y